[1]
The following is a quantum chemistry calculation of C24H25BrF5IrN4O4Te as an isolated structure, from OMol25.

Each line ends with the Löwdin charge.
Cartesian coordinates (Å):
Ir 0.6243 -3.9328 -1.5095  1.435
C 4.2966 -2.1392 0.4045  0.071
O 2.8693 -1.8785 0.6607  0.046
C 2.2011 -0.9455 0.1029  -0.163
C 2.7953 -0.0580 -0.8433  -0.026
C 2.1587 0.9208 -1.5481  -0.588
Br 3.1893 1.9322 -2.7092  1.017
C 0.7066 1.2853 -1.5475  -0.174
C -0.9943 0.0837 -0.8067  -0.126
C -0.3577 -1.2612 -0.2941  -0.387
O -1.1338 -2.1681 0.3688  0.059
C -2.4763 0.1880 -0.7255  -0.142
N -3.2851 -0.8804 -0.6053  0.208
C -4.5335 -0.3978 -0.5700  -0.133
C -5.7726 -1.1079 -0.4330  0.087
C -6.9160 -0.3676 -0.4109  0.002
C -6.8658 1.0441 -0.5185  0.085
C -5.6484 1.7751 -0.6541  0.090
C -4.5152 1.0271 -0.6779  -0.129
N -3.1567 1.3417 -0.7746  0.228
H 4.4398 -2.3299 -0.6562  0.106
H 4.5095 -3.0216 0.9954  0.121
H 4.8693 -1.2868 0.7609  0.123
H 3.8563 -0.1728 -1.0175  0.113
H 0.5980 2.2552 -2.0240  0.133
H -2.0645 -2.1138 0.0665  0.094
H -5.7720 -2.1861 -0.3458  0.144
H -7.8801 -0.8456 -0.3072  0.139
H -7.7916 1.6059 -0.4938  0.145
H -5.6677 2.8541 -0.7302  0.145
H -2.7702 2.2702 -0.8596  0.188
C 0.3384 4.4558 1.3314  -0.052
C 1.4071 3.3923 1.5249  -0.190
N 1.0738 2.4116 2.5556  -0.043
C 1.3111 2.8249 3.9571  -0.166
C 2.7561 2.6279 4.3764  -0.051
C 0.9087 1.0990 2.3292  -0.405
O 0.9285 0.2251 3.1887  0.106
C 0.5826 0.6114 0.9586  0.040
C -0.1089 1.2162 -0.1856  -0.087
C -0.3045 0.2593 -2.1921  -0.063
C 0.2324 -1.0909 -2.5158  0.002
N 0.1948 -1.9091 -1.5367  -0.068
C 0.8039 -0.8307 0.6527  -0.059
H 0.6077 5.1275 0.5161  0.090
H 0.2180 5.0653 2.2255  0.086
H -0.6375 4.0111 1.1177  0.062
H 2.3547 3.8568 1.8070  0.132
H 1.6214 2.8696 0.5881  0.102
H 0.6377 2.2422 4.5820  0.129
H 1.0074 3.8681 4.0319  0.122
H 3.0263 1.5730 4.3590  0.078
H 2.8994 2.9927 5.3927  0.093
H 3.4439 3.1827 3.7357  0.076
H -0.5902 2.1679 0.0275  0.137
H -0.8755 0.6940 -3.0103  0.175
H 0.6384 -1.3804 -3.4810  0.162
H 0.7676 -1.4254 1.5677  0.179
F 3.3148 -7.1668 -1.9738  -0.277
Te 2.1955 -6.0717 -2.8910  1.857
F 3.3821 -5.8726 -4.2471  -0.273
F 2.9628 -4.4868 -2.1195  -0.440
F 1.3386 -7.4387 -3.7188  -0.274
F 1.1123 -4.7496 -3.7614  -0.430
O 0.9382 -5.8412 -1.4895  -0.663

Properties
Strongest force on any atom (Eh/bohr): 0.0088
Charge: +3
<S²>: 8.785
2S+1: 6
Frontier orbital gap (spin up / spin down) (eV): 6.473 / 4.307
Highest occupied orbital energy (spin up / spin down) (Eh): -0.611 / -0.605

=====

[2]
The following is a quantum chemistry calculation of a 7-piece molecular cluster, C9H32N6O7 overall at a distorted geometry, from OMol25.

Each line ends with the Löwdin charge.
Cartesian coordinates (Å):
N -7.3151 -19.4244 -11.4393  0.187
C -7.8288 -18.2145 -11.5359  -0.594
N -9.0904 -18.2192 -11.1795  0.139
O -7.0695 -17.0680 -11.6832  -0.141
H -6.3398 -19.5683 -11.7097  0.058
H -7.8024 -20.1662 -11.0438  0.051
H -9.5233 -17.2917 -11.2897  0.129
H -9.7880 -18.9840 -11.0937  0.052
N -9.6768 -21.2994 -7.5776  0.148
C -10.5746 -22.1582 -7.0907  -0.611
N -11.4566 -21.6551 -6.2982  0.153
O -10.5896 -23.5041 -7.4568  -0.132
H -8.9140 -21.7243 -8.0847  0.058
H -9.6736 -20.3183 -7.2401  0.148
H -12.0882 -22.2623 -5.8019  0.118
H -11.3969 -20.7083 -5.8299  0.150
N -4.3284 -21.8956 -10.8904  0.159
C -4.4474 -20.5886 -10.9691  -0.646
N -4.4921 -20.1133 -12.1986  0.113
O -4.5113 -19.7637 -9.8750  -0.106
H -4.3752 -22.4727 -10.0258  0.083
H -4.1484 -22.4568 -11.7498  0.129
H -4.6118 -19.0730 -12.3452  0.155
H -4.8253 -20.7204 -12.9583  0.124
C -11.8993 -19.4786 -11.9741  -0.092
C -11.8307 -19.6126 -10.4799  -0.299
O -10.6048 -20.3059 -10.2333  -0.128
H -11.9249 -20.5037 -12.4151  0.097
H -11.0638 -18.9558 -12.4448  0.067
H -12.8115 -18.9930 -12.2765  0.073
H -12.6825 -20.1934 -10.0066  0.137
H -11.8599 -18.6288 -10.0353  0.102
H -10.5167 -20.7058 -9.3645  0.048
C -3.2359 -24.8637 -8.8890  -0.051
C -3.7834 -23.8028 -7.8369  -0.310
O -4.8674 -23.0520 -8.2490  -0.100
H -2.9764 -24.3907 -9.8137  0.035
H -4.0306 -25.5629 -9.0852  0.063
H -2.2551 -25.3504 -8.6569  0.090
H -3.0169 -23.1748 -7.2976  0.135
H -4.1064 -24.4110 -6.9884  0.085
H -4.9458 -22.4024 -7.5503  0.108
C -8.0820 -22.7187 -10.3603  -0.125
O -7.5309 -22.0392 -9.2529  -0.159
H -8.7235 -22.0724 -11.0246  0.095
H -8.6161 -23.5401 -9.8986  0.080
H -7.2495 -23.1578 -10.8785  0.068
H -6.9087 -22.6164 -8.8113  0.043
C -7.5582 -23.5316 -6.0583  -0.150
O -6.3610 -24.3074 -5.8714  -0.099
H -7.8684 -23.6082 -7.0726  0.034
H -7.6115 -22.4649 -5.8850  0.080
H -8.4411 -23.9890 -5.5808  0.087
H -6.6083 -25.1498 -6.1994  0.062

Properties
Strongest force on any atom (Eh/bohr): 0.1612
Frontier orbital gap (eV): 8.790
Highest occupied orbital energy (Eh): -0.313

=====

[3]
The following is a quantum chemistry calculation of C9H20CuF6N4O12S6 as an isolated structure at a distorted geometry, from OMol25.

Each line ends with the Löwdin charge.
Cartesian coordinates (Å):
Cu -2.1162 -1.5490 5.4025  0.983
C 4.9156 0.4451 -8.4573  -0.082
C 4.1010 1.5334 -7.5584  -0.230
C 3.3835 0.8211 -6.4046  -0.171
C 2.5269 1.9733 -5.7333  -0.095
N 1.3224 1.5123 -4.7945  -0.219
C 1.6908 0.7149 -3.5253  -0.062
C 1.0834 1.5072 -2.3372  -0.120
C -0.0130 2.3785 -3.0129  -0.130
C 0.6407 2.8227 -4.3488  -0.111
C 0.2554 0.7224 -5.7018  0.058
H 4.2936 -0.2587 -9.0103  0.062
H 5.5921 -0.1163 -7.8128  0.067
H 5.4495 0.8980 -9.2928  0.063
H 3.3959 2.0311 -8.2242  0.102
H 4.8656 2.2270 -7.2087  0.106
H 4.0848 0.4528 -5.6559  0.115
H 2.7668 0.0575 -6.8787  0.108
H 2.0677 2.6189 -6.4819  0.115
H 3.1254 2.6896 -5.1705  0.128
H 1.1203 -0.2118 -3.5869  0.130
H 2.7776 0.6329 -3.5096  0.127
H 0.6241 0.8374 -1.6102  0.123
H 1.8413 2.0714 -1.7939  0.120
H -0.9097 1.8309 -3.3029  0.111
H -0.2655 3.2945 -2.4788  0.126
H -0.0032 3.2519 -5.1165  0.135
H 1.4352 3.5294 -4.1090  0.127
H -0.7123 0.6271 -5.2091  0.102
H 0.6079 -0.2527 -6.0382  0.098
H 0.1345 1.4278 -6.5238  0.095
N 0.1992 2.5545 5.9177  -0.272
S 1.2589 3.0976 6.8118  0.392
O 0.9431 3.2058 8.2323  -0.297
O 2.2704 4.0283 6.3154  -0.303
F 2.2127 1.7724 6.7741  -0.244
S -0.4834 4.0692 5.7887  0.582
O 0.0201 5.0002 4.8039  -0.294
O -1.0920 4.5899 7.0299  -0.290
F -1.8425 3.5917 4.9405  -0.270
N -4.5224 -3.6494 1.5965  -0.281
S -4.4235 -4.3059 0.2512  0.380
O -4.4382 -3.3551 -0.8422  -0.320
O -4.9798 -5.6432 0.0793  -0.296
F -2.8645 -4.6472 0.3967  -0.229
S -6.2055 -3.4990 1.4766  0.582
O -6.9699 -4.6625 1.8095  -0.274
O -6.7328 -2.6166 0.4224  -0.305
F -6.2901 -2.5144 2.8026  -0.254
N -1.9735 -4.0438 9.1448  -0.279
S -0.7163 -4.4186 9.7887  0.329
O -0.5326 -5.7569 10.2139  -0.275
O 0.0267 -3.3228 10.3892  -0.298
F 0.0529 -4.6200 8.3857  -0.250
S -2.8550 -3.9373 10.6018  0.606
O -2.5411 -2.7674 11.4115  -0.283
O -3.4210 -5.1544 11.1846  -0.291
F -4.1817 -3.5155 9.7596  -0.251

Properties
Strongest force on any atom (Eh/bohr): 0.2302
Charge: -1
Frontier orbital gap (eV): 4.500
Highest occupied orbital energy (Eh): -0.251

=====

[4]
The following is a quantum chemistry calculation of one molecule with the formula C6H9NS at a distorted geometry, from OMol25.

Each line ends with the Löwdin charge.
Cartesian coordinates (Å):
C -0.5428 2.6632 0.8093  -0.077
C -0.2442 1.3040 0.4992  -0.531
C -0.7182 -0.0105 1.3197  -0.209
N -1.3509 -1.2144 0.5691  -0.032
C -0.5517 -1.2625 -0.6395  -0.416
C 0.5826 -2.2662 -1.1323  0.034
C 0.8179 -0.9877 -0.1945  -0.508
S 1.0388 0.7974 -0.7271  0.875
H -1.2604 2.9785 1.7477  0.088
H 0.3252 3.5835 0.6273  0.118
H -0.1072 -0.3187 2.0291  0.051
H -1.4541 0.5347 1.8834  0.091
H -2.3994 -0.9210 0.3202  0.155
H -0.8777 -0.3408 -1.0973  0.082
H 0.7887 -2.0539 -2.1376  0.063
H 0.6389 -3.2176 -0.5131  0.128
H 1.1207 -1.1439 0.8188  0.087

Properties
Strongest force on any atom (Eh/bohr): 0.1449
Frontier orbital gap (eV): 8.756
Highest occupied orbital energy (Eh): -0.295

=====

[5]
The following is a quantum chemistry calculation of an isolated ion of composition C8H9ClN3O2 and charge +1 at a distorted geometry, from OMol25.

Each line ends with the Löwdin charge.
Cartesian coordinates (Å):
C -3.4565 -1.2337 -0.6563  -0.019
C -1.9361 0.6783 0.4355  0.014
C -1.4260 -0.5575 0.0564  -0.327
C -3.9852 0.1439 -0.6392  -0.307
C 1.0267 -0.2199 0.3109  -0.175
C 0.1468 1.7703 1.5381  -0.564
C 3.2315 -0.0406 -0.9840  -0.042
C 2.3847 -0.8227 0.0895  -0.129
N -2.2450 -1.4790 -0.4205  0.148
N -0.1192 -0.9938 0.1999  0.187
N 0.9997 1.0659 0.7477  0.015
O -4.8350 0.6105 -1.3011  0.218
O -3.1051 1.0767 0.1553  0.121
Cl 0.4583 3.4350 1.6546  0.785
H -4.1964 -2.0035 -0.9972  0.161
H -0.3726 1.1061 2.2743  0.117
H 4.3043 -0.2305 -0.7009  0.106
H 2.9711 0.9533 -0.8507  0.030
H 3.0811 -0.5475 -1.9872  0.111
H 2.9371 -0.7116 0.9725  0.108
H 2.2461 -1.7937 -0.3894  0.124
H 0.0444 -1.8870 -0.2586  0.168
H 1.8453 1.6808 0.7503  0.147

Properties
Strongest force on any atom (Eh/bohr): 0.0832
Charge: +1
Frontier orbital gap (spin up / spin down) (eV): 6.836 / 7.401
Highest occupied orbital energy (spin up / spin down) (Eh): -0.438 / -0.457

=====

Q: Which formula does entry 4 have?
A: C6H9NS

=====

Q: What is the strongest force on any atom in the fifth record?
A: 0.0832 Eh/bohr

=====

Repeat the fourth record exactly.
The following is a quantum chemistry calculation of one molecule with the formula C6H9NS at a distorted geometry, from OMol25.

Each line ends with the Löwdin charge.
Cartesian coordinates (Å):
C -0.5428 2.6632 0.8093  -0.077
C -0.2442 1.3040 0.4992  -0.531
C -0.7182 -0.0105 1.3197  -0.209
N -1.3509 -1.2144 0.5691  -0.032
C -0.5517 -1.2625 -0.6395  -0.416
C 0.5826 -2.2662 -1.1323  0.034
C 0.8179 -0.9877 -0.1945  -0.508
S 1.0388 0.7974 -0.7271  0.875
H -1.2604 2.9785 1.7477  0.088
H 0.3252 3.5835 0.6273  0.118
H -0.1072 -0.3187 2.0291  0.051
H -1.4541 0.5347 1.8834  0.091
H -2.3994 -0.9210 0.3202  0.155
H -0.8777 -0.3408 -1.0973  0.082
H 0.7887 -2.0539 -2.1376  0.063
H 0.6389 -3.2176 -0.5131  0.128
H 1.1207 -1.1439 0.8188  0.087

Properties
Strongest force on any atom (Eh/bohr): 0.1449
Frontier orbital gap (eV): 8.756
Highest occupied orbital energy (Eh): -0.295